# 1
Computed, not measured: a structure of composition C31H64BrCl16GaNOS, with wB97M-V/def2-TZVPD.

Geometry (Å):
C  0.82496  5.84968  8.73744
O  1.59368  5.22077  7.74089
C  2.17855  3.99670  8.16467
C  1.19153  2.84089  8.24856
C  1.89581  1.47738  8.17999
C  1.65283  0.69120  6.88542
C  0.38226  -0.16302  6.89855
C  -0.90958  0.60348  6.59686
C  -2.02281  -0.26202  6.00855
C  -1.67890  -0.82315  4.61716
C  -2.52412  -0.26541  3.45068
Ga  -1.37821  0.56891  2.02770
Br  -2.92542  1.31275  0.25926
C  -0.45691  2.27707  2.63849
C  0.24853  2.99415  1.54064
N  0.50798  4.23903  1.47256
C  -0.06982  -0.68374  1.12643
C  1.41048  -0.42329  1.44245
C  1.81393  -1.05239  2.76384
S  3.54307  -0.75013  3.22985
H  0.40779  6.75579  8.30322
H  1.44147  6.10533  9.60890
H  -0.00690  5.22224  9.07805
H  2.67239  4.15912  9.13206
H  2.92420  3.76815  7.40124
H  0.48199  2.97624  7.43044
H  0.62203  2.91072  9.17927
H  1.55234  0.86370  9.01745
H  2.97081  1.61508  8.33075
H  2.52312  0.06781  6.67277
H  1.58287  1.40728  6.05877
H  0.28696  -0.60324  7.89647
H  0.51310  -0.96883  6.17510
H  -1.26422  1.06370  7.52649
H  -0.70849  1.43406  5.91145
H  -2.92418  0.35149  5.94284
H  -2.25628  -1.06509  6.71684
H  -1.80543  -1.90857  4.64920
H  -0.61301  -0.65056  4.44832
H  -3.11669  -1.06365  2.99980
H  -3.23155  0.47854  3.82339
H  -1.23872  2.95077  3.00538
H  0.23133  2.07710  3.46740
H  0.57526  2.40647  0.67635
H  0.15828  4.70211  2.31611
H  -0.28792  -1.73122  1.36270
H  -0.22395  -0.58686  0.04777
H  2.04960  -0.83345  0.65111
H  1.63616  0.64581  1.49421
H  1.17919  -0.64907  3.55321
H  1.66329  -2.13045  2.71145
H  3.72413  0.33383  2.47591
Cl  -2.99920  -4.70189  -1.68763
C  -2.68680  -3.04029  -1.07457
C  -1.23430  -2.67249  -1.18875
Cl  -0.19217  -3.64388  -0.10380
H  -3.03117  -3.00541  -0.04471
H  -3.28894  -2.35366  -1.66597
H  -1.10498  -1.62825  -0.90580
H  -0.86315  -2.81385  -2.19726
Cl  -5.95459  -2.95079  -2.17868
C  -7.34972  -1.84477  -2.23754
C  -6.93352  -0.46960  -2.68747
Cl  -5.84561  0.30961  -1.52243
H  -7.78726  -1.82514  -1.24260
H  -8.07269  -2.25913  -2.93918
H  -7.81707  0.15782  -2.80451
H  -6.40776  -0.51939  -3.63870
Cl  -1.58964  -1.69373  -4.29456
C  -0.59408  -1.28206  -5.71800
C  0.59739  -0.44414  -5.33657
Cl  0.12384  1.19191  -4.81034
H  -1.22073  -0.76753  -6.43870
H  -0.25662  -2.22317  -6.15036
H  1.24808  -0.32463  -6.20203
H  1.16931  -0.89931  -4.53185
Cl  -3.54627  -0.90009  -10.55035
C  -3.21306  0.71781  -9.87392
C  -1.75442  1.07889  -9.95086
Cl  -0.75251  0.07944  -8.86060
H  -3.56995  0.72598  -8.84721
H  -3.79000  1.43349  -10.45713
H  -1.62099  2.11352  -9.64069
H  -1.36715  0.95710  -10.95877
Cl  4.25309  -0.30845  -5.03034
C  5.05707  -0.89592  -3.54894
C  4.63163  -2.29094  -3.17052
Cl  2.94668  -2.36847  -2.60012
H  4.84116  -0.18723  -2.75355
H  6.12657  -0.88689  -3.75259
H  5.25338  -2.64111  -2.34790
H  4.73545  -2.97673  -4.00776
Cl  -1.05572  4.76482  -9.65097
C  0.36514  4.61034  -10.71520
C  0.00791  4.79691  -12.16684
Cl  -1.00210  3.46383  -12.78970
H  0.80619  3.63226  -10.53737
H  1.07523  5.37741  -10.41151
H  0.91644  4.81393  -12.76625
H  -0.53874  5.72312  -12.32319
Cl  -2.15472  -9.39965  1.95307
C  -1.73819  -8.44908  0.49955
C  -2.87893  -8.37211  -0.47864
Cl  -3.23660  -9.95331  -1.23189
H  -0.86088  -8.90591  0.04934
H  -1.48493  -7.44424  0.83334
H  -2.61722  -7.68583  -1.28154
H  -3.78886  -8.02017  -0.00043
Cl  5.10652  1.92131  0.32724
C  6.85755  1.69366  0.55605
C  7.16641  0.58396  1.52850
Cl  6.67687  0.99466  3.18907
H  7.27259  2.63972  0.89505
H  7.27918  1.44931  -0.41807
H  8.23975  0.39931  1.54444
H  6.65101  -0.33408  1.25482

HOMO level: -0.1914 Ha
Lowest unoccupied orbital energy: 1.60 eV
Total energy: -13609.731347 a.u.
Total charge: -1

Here are the Mulliken charges for atoms 1 to 4, given in e: atom 1 (C): -0.709, atom 2 (O): -0.386, atom 3 (C): -0.678, atom 4 (C): -0.485



# 2
Computed, not measured: a cluster of 8 separate species, C31H64Cl14O2Si2 in total in a non-equilibrium geometry, with wB97M-V/def2-TZVPD.

Geometry (Å):
C  0.40502  -1.49187  0.55576
C  -0.73136  -1.28329  0.12796
Si  -2.51402  -1.42528  -0.39542
C  -2.95335  0.24126  -1.17446
C  -2.86437  1.42966  -0.19356
C  -1.41871  1.93005  0.02105
C  -1.30315  3.44579  -0.17840
C  0.11698  3.91764  -0.49316
C  1.12445  3.62095  0.63714
C  2.31726  2.73782  0.21093
C  2.06767  1.25545  0.53107
C  3.34803  0.43469  0.63340
C  4.13218  0.60749  1.94972
C  3.98888  -0.54794  2.94392
C  2.59301  -0.77439  3.54194
C  1.84015  0.47661  4.01960
C  0.31035  0.24282  3.90432
C  -3.56026  -1.82289  1.12198
C  -3.03254  -3.04593  1.89814
O  -2.07236  -3.74776  1.12297
Si  -1.29447  -5.01157  1.89118
C  -0.75124  -4.55424  3.62933
C  0.24514  -5.40104  0.87399
C  -2.38207  -6.55639  1.84424
C  -2.73879  -2.77023  -1.70756
C  -1.61810  -2.85762  -2.73748
C  -2.04269  -3.83277  -3.85510
O  -0.43593  -3.38825  -2.14268
H  1.43242  -1.65424  0.74363
H  -2.30237  0.38935  -2.03948
H  -3.97444  0.13691  -1.55471
H  -3.44608  2.25868  -0.59979
H  -3.29652  1.15383  0.76588
H  -1.13025  1.68246  1.04261
H  -0.71791  1.40337  -0.62544
H  -1.69922  3.96533  0.69531
H  -1.92835  3.69245  -1.03990
H  0.08355  5.00055  -0.62628
H  0.42846  3.45340  -1.42891
H  1.53473  4.53857  1.04740
H  0.60123  3.12955  1.46007
H  2.46333  2.86331  -0.86022
H  3.23451  3.04014  0.72177
H  1.42841  1.17056  1.40561
H  1.48152  0.84996  -0.29677
H  3.19062  -0.62102  0.42555
H  4.00266  0.79690  -0.16069
H  3.90427  1.56053  2.42583
H  5.18805  0.65915  1.67925
H  4.28333  -1.46767  2.42990
H  4.73492  -0.39443  3.72290
H  2.73833  -1.39234  4.43086
H  1.94635  -1.36058  2.89441
H  2.05235  1.36348  3.43030
H  2.04116  0.70608  5.06405
H  -0.21168  0.79312  4.68444
H  0.05688  -0.81484  3.91947
H  -0.06555  0.62774  2.95713
H  -3.56674  -0.96944  1.79793
H  -4.58641  -2.01351  0.80868
H  -2.63242  -2.67406  2.84217
H  -3.87000  -3.71109  2.13097
H  -0.00676  -5.22776  4.04492
H  -1.60785  -4.48530  4.29971
H  -0.31183  -3.55397  3.58010
H  0.01603  -5.19075  -0.17430
H  0.51756  -6.44953  0.95687
H  1.08668  -4.77174  1.15793
H  -3.28994  -6.30809  1.28923
H  -2.70897  -6.87041  2.83399
H  -1.90960  -7.37723  1.31644
H  -3.64195  -2.50033  -2.25720
H  -2.86660  -3.74335  -1.23859
H  -1.43143  -1.87857  -3.19015
H  -3.06782  -3.60034  -4.13928
H  -1.42838  -3.70726  -4.74009
H  -1.97495  -4.84089  -3.46143
H  0.30806  -3.10391  -2.67857
C  5.83780  1.60850  -3.17290
Cl  4.92902  3.06035  -2.73992
Cl  6.57481  0.84792  -1.75807
H  5.16085  0.89845  -3.63405
H  6.62331  1.88413  -3.86660
C  -5.34849  4.17772  -2.83539
Cl  -4.50017  2.74263  -3.41530
Cl  -5.24842  4.29416  -1.07719
H  -4.89226  5.05636  -3.27635
H  -6.39068  4.11306  -3.12589
C  -0.97162  -6.94271  -5.85325
Cl  -1.64880  -7.64018  -4.37685
Cl  -1.98639  -5.64895  -6.50428
H  0.00780  -6.53588  -5.62894
H  -0.89143  -7.72595  -6.59752
C  -5.37690  2.77534  -7.01382
Cl  -5.84937  1.54260  -8.18880
Cl  -6.45829  4.17484  -7.06403
H  -5.41594  2.34539  -6.02083
H  -4.36957  3.10507  -7.23940
C  1.58413  7.77204  1.81947
Cl  0.44117  6.81329  2.77314
Cl  2.91001  6.78332  1.19572
H  1.05458  8.21216  0.98184
H  2.00234  8.54540  2.45900
C  3.16777  9.15812  5.40900
Cl  3.88521  7.54691  5.37378
Cl  3.24662  9.94120  3.82198
H  2.12727  9.07096  5.69969
H  3.70917  9.76873  6.12173
C  4.69058  -3.59909  -0.46494
Cl  5.07337  -1.98310  -1.07226
Cl  6.11880  -4.63970  -0.41994
H  4.29621  -3.50704  0.54125
H  3.95136  -4.05134  -1.11592

HOMO level: -0.3327 Ha
Lowest unoccupied orbital energy: 0.34 eV
SMILES: C#C[Si@](CCCCCCCCCCCCCC)(CCO[Si](C)(C)C)C[C@H](C)O.ClCCl.ClCCl.ClCCl.ClCCl.ClCCl.ClCCl.ClCCl
Total energy: -8391.716123 a.u.

Here are the Mulliken charges for atoms 1 to 4, given in e: atom 1 (C): -0.185, atom 2 (C): 0.086, atom 3 (Si): -0.212, atom 4 (C): -1.092



Among the records above, which one has the highest HOMO level?
C31H64BrCl16GaNOS



Which of these has the lowest lowest unoccupied orbital energy?
C31H64Cl14O2Si2